C4H11NS in the gas phase in a non-equilibrium geometry, computed with ωB97M-V with the def2-TZVPD basis set.

For the total energy, the calculation gives -611.90742 a.u. The SMILES is CN[C@H](C)CS. Its energy above the lowest of the compared OMol25 structures with the same formula, charge and spin is 91.1 kJ/mol. Its total charge is 0. As for the largest force on an atom: 0.0609 hartree/bohr. The value obtained for the molecular weight is 105.2 u. Its HOMO energy is -0.31574 hartree.

Geometry as XYZ:
```
17
Properties=species:S:1:pos:R:3:nbo_charge:R:1
C -1.6395 -2.1514 0.3078 -0.413
N -0.3118 -1.5940 0.2788 -0.637
C -0.3124 -0.2032 -0.3333 -0.059
C -0.3901 -0.4170 -1.8788 -0.641
C 1.0582 0.4447 0.0125 -0.520
S 0.9107 1.9645 0.9965 -0.043
H -2.1844 -2.0047 -0.6489 0.157
H -1.6918 -3.1989 0.5501 0.207
H -2.1854 -1.6287 1.0932 0.195
H 0.4465 -2.0686 -0.1780 0.353
H -1.1467 0.3151 0.1315 0.204
H -1.1188 0.3358 -2.2102 0.213
H 0.5430 -0.1864 -2.3866 0.209
H -0.7618 -1.4010 -2.1419 0.214
H 1.6189 -0.2555 0.6356 0.242
H 1.6181 0.6863 -0.8838 0.207
H -0.0047 2.6341 0.2772 0.113
```